Entry 1:
Formula: C39H100BeN7O12
Source: the OMol25 dataset
Level of theory: wB97M-V/def2-TZVPD

Properties
- HOMO level (eV) = -10.071
- charge = +1
- frontier orbital gap (eV) = 6.4027

Each line ends with the Löwdin charge.
Positions of all 159 atoms, in Å:
Be (4.5065, -6.9230, 8.5159)  0.8879
C (5.4782, -5.7449, 4.6940)  -0.0546
C (4.0714, -5.4889, 5.2702)  -0.5857
C (3.1386, -5.0066, 4.1817)  -0.0419
O (3.6361, -6.4892, 6.1540)  -0.2781
H (5.4140, -6.5791, 3.9876)  0.0478
H (6.2450, -5.9626, 5.4371)  0.0599
H (5.7709, -4.9266, 4.0327)  0.0582
H (4.2406, -4.6563, 5.9707)  0.0901
H (3.6518, -4.2874, 3.5416)  0.0536
H (2.2837, -4.4454, 4.5624)  0.0681
H (2.8241, -5.8742, 3.5989)  0.0637
C (7.6783, -5.0819, 8.1788)  -0.0859
O (6.2556, -5.0640, 8.2040)  -0.2064
C (5.8470, -3.7571, 8.6706)  -0.1991
C (4.3595, -3.6512, 8.7264)  -0.1898
N (3.8021, -4.7768, 9.4655)  -0.0260
C (2.3385, -4.7013, 9.2846)  -0.1854
C (1.6904, -5.9474, 9.8524)  -0.1806
O (2.1262, -7.0110, 9.0056)  -0.2329
C (1.4178, -8.2244, 9.1628)  -0.0859
H (8.0379, -6.0788, 7.9400)  0.0677
H (8.1847, -4.7504, 9.0891)  0.1028
H (8.0488, -4.3946, 7.4137)  0.0950
H (6.2587, -2.9826, 8.0155)  0.1141
H (6.3396, -3.4337, 9.5939)  0.1311
H (3.9867, -3.4945, 7.7146)  0.1184
H (4.0830, -2.7386, 9.2629)  0.1426
H (4.0120, -4.6427, 10.4493)  0.1361
H (2.1939, -4.8494, 8.2142)  0.1110
H (1.8211, -3.8369, 9.7008)  0.1390
H (0.6085, -5.8508, 9.7407)  0.1289
H (1.8942, -6.0610, 10.9208)  0.1347
H (0.3426, -8.0578, 9.0848)  0.1046
H (1.6075, -8.7081, 10.1249)  0.1016
H (1.7731, -8.9099, 8.3975)  0.0643
C (3.8972, -8.8104, 2.8163)  -0.1191
O (4.0752, -8.5715, 1.4361)  -0.1678
C (4.8511, -7.3935, 1.1685)  -0.2210
C (5.2486, -7.2901, -0.2752)  -0.2196
N (4.0355, -7.3500, -1.1011)  -0.0342
C (4.4328, -7.5085, -2.5172)  -0.2036
C (3.1746, -7.3510, -3.3696)  -0.2360
O (2.1696, -8.3079, -3.0590)  -0.1958
C (0.8308, -7.9914, -3.3335)  -0.1192
H (3.2879, -8.0379, 3.2951)  0.0615
H (4.8400, -8.8220, 3.3721)  0.0613
H (3.3979, -9.7626, 2.9928)  0.0927
H (5.8257, -7.4530, 1.6612)  0.0870
H (4.2623, -6.5041, 1.4055)  0.1259
H (5.9002, -8.1409, -0.5101)  0.1177
H (5.8252, -6.3971, -0.5179)  0.1201
H (3.4310, -8.1137, -0.8293)  0.1047
H (4.8148, -8.4834, -2.8409)  0.1189
H (5.1583, -6.7787, -2.8760)  0.1195
H (3.3991, -7.3890, -4.4401)  0.1192
H (2.7781, -6.3439, -3.2072)  0.1169
H (0.2216, -8.8859, -3.2119)  0.0856
H (0.8002, -7.6071, -4.3570)  0.0861
H (0.3293, -7.2508, -2.7018)  0.0828
C (-6.1435, -8.6175, 5.6867)  -0.1044
O (-5.0131, -8.7904, 4.8464)  -0.1962
C (-5.2391, -8.2128, 3.5863)  -0.2591
C (-4.0130, -8.2346, 2.6691)  -0.1908
N (-2.8930, -7.6655, 3.4455)  -0.0538
C (-1.6707, -8.1251, 2.7941)  -0.2088
C (-0.4603, -7.5093, 3.5029)  -0.2455
O (-0.3825, -8.0721, 4.7936)  -0.1728
C (0.6037, -7.3690, 5.5298)  -0.0969
H (-5.8566, -9.0842, 6.6319)  0.0853
H (-7.0399, -9.1738, 5.4100)  0.0925
H (-6.2459, -7.5546, 5.9125)  0.0904
H (-5.5578, -7.1839, 3.8105)  0.1137
H (-6.1629, -8.5440, 3.0975)  0.1212
H (-4.2265, -7.7391, 1.7252)  0.1225
H (-3.8202, -9.3087, 2.5653)  0.1153
H (-2.9542, -8.0241, 4.3892)  0.0962
H (-1.6228, -7.8117, 1.7516)  0.1234
H (-1.5720, -9.2082, 2.9169)  0.1217
H (-0.4534, -6.4152, 3.4637)  0.1190
H (0.4609, -7.7260, 2.9448)  0.1144
H (0.5572, -7.6528, 6.5813)  0.0698
H (0.4514, -6.2900, 5.4574)  0.0693
H (1.5867, -7.6399, 5.1386)  0.0644
C (1.9694, -2.0960, 0.9510)  -0.0812
O (3.0508, -1.1609, 1.1077)  -0.2002
C (3.7950, -1.4351, 2.2783)  -0.2460
C (4.9844, -0.4847, 2.4229)  -0.1963
N (5.7370, -0.6059, 3.6725)  -0.0585
C (6.3452, -1.9497, 3.7800)  -0.2127
C (7.1740, -2.1186, 5.0315)  -0.2370
O (8.3736, -1.3639, 5.0380)  -0.1951
C (8.5809, -0.4797, 6.1283)  -0.0898
H (1.2589, -1.8156, 0.1786)  0.0882
H (1.4265, -2.2138, 1.8920)  0.0795
H (2.5039, -3.0219, 0.7238)  0.0849
H (4.1015, -2.4758, 2.1203)  0.0978
H (3.1310, -1.3919, 3.1475)  0.1254
H (4.5708, 0.5165, 2.2930)  0.1231
H (5.7306, -0.6248, 1.6331)  0.1198
H (6.5657, -0.0281, 3.5870)  0.1042
H (7.0454, -2.0492, 2.9434)  0.1303
H (5.5571, -2.6975, 3.8609)  0.0923
H (7.5033, -3.1617, 5.0383)  0.1121
H (6.5243, -1.9017, 5.8840)  0.1099
H (9.6645, -0.3909, 6.1615)  0.0927
H (8.1628, -0.9225, 7.0364)  0.0731
H (8.0446, 0.4536, 5.9447)  0.0880
C (5.0917, -10.7959, 6.3608)  -0.0127
C (5.3523, -9.6897, 7.4002)  -0.3794
C (6.4056, -8.6870, 7.0187)  -0.2014
O (6.6146, -7.8775, 8.1244)  -0.2732
C (7.6426, -8.2730, 9.0920)  -0.0049
N (4.1151, -8.9281, 7.6310)  0.0695
H (6.0738, -11.2047, 6.1205)  0.0816
H (4.4791, -10.4685, 5.5248)  0.0801
H (4.5997, -11.5774, 6.9426)  0.0836
H (5.5635, -10.1464, 8.3690)  0.1407
H (6.0466, -7.9928, 6.2541)  0.1180
H (7.2908, -9.1471, 6.5722)  0.1345
H (8.5309, -8.0580, 8.4998)  0.0992
H (7.4807, -9.3218, 9.3340)  0.0959
H (7.5711, -7.6392, 9.9718)  0.0999
H (3.3275, -9.5401, 7.8194)  0.0829
H (3.7582, -8.4393, 6.8060)  0.0645
C (7.1897, -10.3396, 2.0735)  -0.0524
C (8.4364, -9.7374, 2.7410)  -0.4098
C (8.3997, -8.1978, 2.8076)  -0.2017
O (8.4274, -7.6292, 1.5152)  -0.1762
C (8.3522, -6.2327, 1.4458)  -0.1154
N (8.4897, -10.3660, 4.0756)  0.0233
H (6.9031, -9.7022, 1.2369)  0.0675
H (6.3334, -10.4966, 2.7307)  0.0622
H (7.3832, -11.3588, 1.7328)  0.0791
H (9.2726, -10.0872, 2.1309)  0.1381
H (9.3002, -7.9379, 3.3779)  0.1203
H (7.5647, -7.8544, 3.4263)  0.1118
H (8.6983, -6.0109, 0.4328)  0.0945
H (9.0405, -5.7353, 2.1322)  0.0918
H (7.3718, -5.7479, 1.4144)  0.0744
H (8.7988, -11.3209, 3.9146)  0.0780
H (9.3467, -10.0191, 4.5082)  0.0668
C (-2.4798, -1.4536, 8.6575)  -0.0508
C (-2.6647, -2.7766, 7.9047)  -0.4514
C (-1.6097, -3.8375, 8.2557)  -0.2100
O (-0.2738, -3.3873, 8.1928)  -0.2180
C (0.2898, -3.2690, 6.8953)  -0.0794
N (-4.0135, -3.3121, 8.0895)  0.0408
H (-2.3283, -1.6675, 9.7171)  0.0805
H (-3.3660, -0.8300, 8.5499)  0.0771
H (-1.5944, -0.9310, 8.2959)  0.0712
H (-2.5057, -2.5468, 6.8444)  0.1270
H (-1.6903, -4.7033, 7.5868)  0.1193
H (-1.7867, -4.2599, 9.2477)  0.1283
H (0.1045, -4.1956, 6.3474)  0.0782
H (1.3648, -3.1496, 7.0266)  0.0728
H (-0.1113, -2.3665, 6.4320)  0.0942
H (-4.5924, -2.8655, 7.3890)  0.0773
H (-3.9350, -4.2861, 7.8132)  0.0641

=====

Entry 2:
Formula: C4H10NO2
Source: the OMol25 dataset
Level of theory: wB97M-V/def2-TZVPD

Properties
- HOMO level (alpha / beta) (eV) = -9.520 / -9.285
- charge = 0
- frontier orbital gap (alpha / beta) (eV) = 10.2623 / 5.4972
- 2S+1 = 2

Each line ends with the natural charge from an NBO analysis.
Positions of all 17 atoms, in Å:
C (1.0677, 0.0392, 2.3271)  0.4430
N (1.0836, -0.4581, 1.0817)  -0.3157
C (1.3748, -1.8497, 0.9967)  -0.4749
O (1.3883, -0.5609, 3.3940)  -0.4822
H (0.6676, 1.0585, 2.4457)  0.1471
H (0.6687, 0.0017, -0.0746)  0.4583
H (2.2580, -1.9932, 1.5991)  0.2499
H (1.6882, -2.0827, -0.0411)  0.2257
H (0.5296, -2.5505, 1.3319)  0.2383
C (-1.1761, 0.5928, -1.0611)  -0.0564
O (0.1660, 0.3026, -1.1302)  -0.7107
C (-1.5872, 1.5198, -2.1858)  -0.6262
H (-1.4193, 1.0782, -0.0855)  0.1334
H (-1.8081, -0.3520, -1.0396)  0.1403
H (-2.6536, 1.6350, -2.2980)  0.2111
H (-1.1464, 1.0772, -3.1478)  0.2112
H (-1.1017, 2.5422, -2.1124)  0.2077

=====

Entry 3:
Formula: C18H11F3NO2S
Source: the OMol25 dataset
Level of theory: wB97M-V/def2-TZVPD

Properties
- HOMO level (eV) = -1.388
- charge = -1
- frontier orbital gap (eV) = 3.9454

Each line ends with the natural charge from an NBO analysis.
Positions of all 36 atoms, in Å:
F (1.2774, -4.3278, 1.2007)  -0.3458
C (0.5805, -3.4145, 0.4171)  0.8272
F (0.9994, -3.4359, -0.8577)  -0.3179
F (-0.7277, -3.8236, 0.4436)  -0.3425
S (0.8494, -1.6923, 1.3943)  0.8292
N (-1.4278, -0.0212, -2.7916)  -0.6170
C (-1.8019, -0.9305, -1.8152)  0.6777
O (-1.9248, -2.1532, -2.0045)  -0.5352
C (-2.0940, -0.3379, -0.4585)  -0.1424
C (-1.1115, -0.2027, 0.5309)  0.0129
C (-1.3625, 0.5066, 1.6783)  -0.1886
C (-2.7159, 0.7333, 2.0750)  -0.2199
C (-3.7339, 0.4711, 1.2026)  -0.2391
C (-3.4734, -0.0478, -0.1058)  -0.1866
C (-0.8755, -0.3571, -3.8184)  0.9512
O (-0.5367, -0.6052, -4.9311)  -0.4738
H (-0.5235, 0.9116, 2.3053)  0.2439
H (-2.9419, 1.1909, 3.0555)  0.2105
H (-4.7938, 0.5224, 1.4847)  0.2063
H (-4.2213, -0.1961, -0.8847)  0.2083
C (0.3528, -0.6239, 0.2483)  -0.5443
C (2.4447, -1.4501, 0.8651)  -0.7734
C (3.0799, -0.2893, 1.1264)  -0.4239
C (2.4124, 0.8786, 0.7485)  -0.0163
C (1.1349, 0.7248, 0.1799)  -0.1195
C (0.6350, 1.6607, -0.6628)  -0.1713
C (1.1356, 2.9638, -0.8187)  -0.3843
C (2.2653, 3.1736, -0.0386)  -0.1885
C (2.9062, 2.2369, 0.7685)  -0.3050
H (0.4583, -1.2154, -0.6900)  0.2602
H (2.7815, -2.2586, 0.1847)  0.1801
H (4.0986, -0.2883, 1.5059)  0.1718
H (-0.2229, 1.3443, -1.2852)  0.1863
H (0.6378, 3.6769, -1.4466)  0.1985
H (2.5998, 4.2073, -0.0204)  0.1779
H (3.8395, 2.4684, 1.2144)  0.1934

=====

Entry 4:
Formula: C2H7N3S
Source: the OMol25 dataset
Level of theory: wB97M-V/def2-TZVPD

Properties
- HOMO level (eV) = -8.057
- charge = 0
- SMILES = SN1CCNN1
- frontier orbital gap (eV) = 8.8819

Each line ends with the natural charge from an NBO analysis.
Positions of all 13 atoms, in Å:
S (-2.4158, 0.0358, 0.2437)  0.0445
N (-0.8686, 0.0178, -0.6565)  -0.4037
C (0.1802, -0.9428, -0.2276)  -0.2703
C (1.3370, -0.0710, 0.2232)  -0.2707
N (0.7915, 1.2852, 0.3900)  -0.4500
N (-0.2412, 1.3433, -0.5253)  -0.3175
H (-3.2004, 0.5690, -0.8640)  0.1409
H (0.3628, -1.6002, -1.0384)  0.2172
H (-0.2301, -1.5790, 0.5576)  0.2031
H (1.8017, -0.3404, 1.1635)  0.2122
H (2.1972, 0.1832, -0.4145)  0.2189
H (0.4416, 1.4766, 1.4060)  0.3158
H (-0.9636, 1.9662, -0.2070)  0.3595

=====

Entry 5:
Formula: C4H3GaO2
Source: the OMol25 dataset
Level of theory: wB97M-V/def2-TZVPD

Properties
- HOMO level (alpha / beta) (eV) = -20.193 / -20.500
- charge = +2
- frontier orbital gap (alpha / beta) (eV) = 7.1799 / 7.2446

Each line ends with the Löwdin charge.
Positions of all 10 atoms, in Å:
O (-2.2404, 0.7180, -0.1811)  0.1794
C (-1.1657, 0.7371, -0.7009)  -0.0294
C (0.0763, 0.6757, -1.1010)  0.1008
C (0.9382, -0.3394, -0.4587)  0.1255
C (0.7710, -0.7370, 0.8270)  -0.0324
H (0.4316, 1.3699, -1.8641)  0.1894
H (1.3651, -1.5919, 1.1909)  0.1922
H (1.7555, -0.7576, -1.0451)  0.1721
Ga (-1.7408, 0.2952, 1.6919)  1.1453
O (-0.1907, -0.3700, 1.6411)  -0.0429

=====

Entry 6:
Formula: C3H6O4S
Source: the OMol25 dataset
Level of theory: wB97M-V/def2-TZVPD

Properties
- HOMO level (eV) = -8.309
- charge = 0
- frontier orbital gap (eV) = 8.6836

Each line ends with the natural charge from an NBO analysis.
Positions of all 14 atoms, in Å:
C (0.8575, -0.6135, -0.2101)  0.7720
C (0.3789, 1.2121, 1.2701)  0.0216
C (-0.1152, -0.5198, -1.3641)  -0.1758
O (1.5955, 0.3174, 0.0624)  -0.5425
O (0.8324, -1.7840, 0.4257)  -0.6672
O (-0.4861, 1.7712, 0.3501)  -0.7487
O (-1.4896, -0.2211, -1.1594)  -0.7025
S (-0.2204, 0.0355, 2.3589)  0.0404
H (0.0448, -1.5099, -1.8980)  0.2048
H (0.1582, 0.2943, -2.0211)  0.1898
H (1.2917, -1.7700, 1.3080)  0.5180
H (-0.0467, 2.5607, -0.0805)  0.5101
H (-1.4269, 0.6766, -0.8010)  0.4859
H (-1.3742, -0.4495, 1.7591)  0.0941

=====

Sequential molecular weight output: 868.3, 104.1, 362.4, 105.2, 152.8, 138.1 g/mol
Sequential relative energy (zero: lowest compared OMol25 entry of this formula, charge and spin) output: 0.0, 200.6, 252.1, 311.4, 0.0, 356.1 kJ/mol